No. 1
Here is a cluster of 2 separate species, C6H11ClNS in total in a non-equilibrium geometry from the OMol25 dataset. Energies are from ωB97M-V/def2-TZVPD.

```
20
Properties=species:S:1:pos:R:3:lowdin_charge:R:1
C -0.02918 -0.07976 -0.29613 -0.063
C -0.74260 -1.12739 0.09631 -0.637
C 0.65099 -0.27985 2.03622 -0.372
C -1.56945 -2.03734 -0.82362 -0.054
C 0.04850 1.91898 1.11214 -0.012
C 0.71595 0.59294 -2.43768 -0.342
N 0.69501 0.62263 0.87180 -0.184
S -0.61872 -1.50722 1.74983 1.043
Cl 1.31336 -0.83599 -3.30505 0.592
H 1.72902 -0.68616 2.11641 0.150
H 0.42607 0.40808 2.80971 0.081
H -2.18299 -2.68846 -0.20741 0.075
H -0.75786 -2.70663 -1.25332 0.111
H -2.00019 -1.48527 -1.63116 0.077
H 0.34755 2.49277 1.92018 0.082
H -0.01412 2.72850 0.39573 0.113
H -1.00105 1.67207 1.27262 0.121
H 1.56534 1.07335 -2.13779 -0.034
H -0.18809 1.21975 -2.71946 0.080
H 1.61245 0.70504 0.43065 0.173
```

Its HOMO energy is -12.51 eV. As for the LUMO energy: -4.42 eV. As for the charge: +1. The value obtained for the frontier orbital gap is 8.1 eV.



No. 2
Here is a cluster of 2 separate species, C6H11ClO4S in total in a non-equilibrium geometry from the OMol25 dataset. Energies are from ωB97M-V/def2-TZVPD.

```
23
Properties=species:S:1:pos:R:3:lowdin_charge:R:1
O -1.92349 -0.94979 1.16504 -0.383
S -2.70057 -0.56609 0.00399 0.551
O -2.24814 -1.50035 -1.16510 -0.321
Cl -4.57102 -1.58410 0.23879 0.317
C -2.51519 1.03977 -0.68194 -0.313
C -2.66672 2.04842 0.39207 -0.157
C -3.79462 1.76556 -0.57262 -0.195
H -1.23804 -1.38680 -1.44014 0.110
H -2.14201 2.92465 0.36137 0.070
H -2.95061 1.68521 1.40276 0.116
H -4.58894 1.06556 -0.28308 0.059
H -3.98246 2.16754 -1.53525 0.089
C 3.17440 -2.02646 0.53488 -0.073
C 2.65338 -0.96785 -0.42506 -0.116
C 1.17794 -0.95139 -0.10090 -0.535
O 0.28003 -1.03269 -0.93660 0.048
O 0.92144 -0.53081 1.08914 0.125
H 2.67959 -1.97545 1.44480 0.056
H 4.20258 -1.78961 0.64620 0.068
H 3.12859 -3.04747 0.22896 0.078
H 3.16148 -0.02616 -0.11390 0.135
H 2.61848 -0.94209 -1.52638 0.130
H -0.04293 -0.66341 1.38882 0.140
```

Its HOMO energy (alpha / beta) is -8.82 / -8.82 eV. As for the LUMO energy (alpha / beta): -0.79 / -0.79 eV. The structure (SMILES) is O=[S@@](O)(Cl)=C1CC1.CCC(=O)O. The value obtained for the frontier orbital gap (alpha / beta) is 8.0 / 8.0 eV.



No. 3
Here is the molecule C6H11F2N in a non-equilibrium geometry from the OMol25 dataset. Energies are from ωB97M-V/def2-TZVPD.

```
20
Properties=species:S:1:pos:R:3:lowdin_charge:R:1
C -0.54174 1.62533 -0.50250 -0.049
C -0.45666 -0.24512 -1.88843 -0.146
C 0.18055 -0.19961 0.68631 -0.296
C 0.17612 -1.03813 -0.64837 -0.456
C 1.47923 0.23283 1.24228 -0.074
C -0.86870 -0.66211 1.69452 -0.054
N -0.07146 1.08381 -1.74151 -0.068
F 1.40334 -1.46631 -1.05239 0.066
F -0.53489 -2.19108 -0.43419 0.055
H -1.66486 1.41295 -0.36974 0.108
H -0.15332 2.57235 -0.23474 0.046
H -0.13349 -0.88167 -2.72646 0.138
H -1.49694 -0.15072 -1.93193 0.100
H 1.77702 -0.56592 2.01793 0.117
H 1.29785 1.10536 1.75771 0.038
H 2.26341 0.28134 0.32360 0.135
H -0.69931 -1.57046 2.13586 0.051
H -1.82411 -0.61814 1.22040 0.065
H -1.03521 0.15710 2.43943 0.100
H 0.90315 1.11820 -1.98779 0.123
```

Its HOMO energy (alpha / beta) is -5.43 / -10.15 eV. As for the LUMO energy (alpha / beta): 0.97 / -0.79 eV. The spin multiplicity is 3. The value obtained for the frontier orbital gap (alpha / beta) is 6.4 / 9.4 eV.



No. 4
Here is a cluster of 2 separate species, C6H11F2NO2 in total in a non-equilibrium geometry from the OMol25 dataset. Energies are from ωB97M-V/def2-TZVPD.

```
22
Properties=species:S:1:pos:R:3:lowdin_charge:R:1
C -2.46686 0.81252 -0.25304 -0.080
C -1.13443 0.13775 -0.70496 -0.324
C 0.68630 1.23703 0.46178 -0.222
C 1.46477 -0.02604 0.82766 -0.246
C 0.72022 -1.35886 0.32729 -0.176
C -0.78536 -1.10042 0.20761 -0.342
H -3.33869 0.05067 -0.69167 0.125
H -2.31452 1.86909 -0.90417 0.127
H -2.57067 0.95726 1.02470 0.140
H -1.24660 -0.17354 -1.78652 0.165
H 0.63729 0.73550 -1.48476 0.100
H 1.28050 2.21727 0.56467 0.149
H 0.00629 1.48605 1.22724 0.105
H 1.86853 -0.17497 1.89419 0.165
H 2.90754 1.04727 -0.56751 0.346
H 0.82812 -2.09440 1.09226 0.138
H 2.10480 -1.33739 -0.90744 0.014
N 0.03030 1.04021 -0.75694 -0.031
O 2.76068 -0.30163 0.10268 -0.182
O 1.28761 -1.84807 -0.97649 -0.027
F -1.43280 -2.31798 -0.20714 0.032
F -1.29300 -0.85730 1.51055 0.022
```

Its HOMO energy is -9.50 eV. As for the LUMO energy: -1.07 eV. The value obtained for the frontier orbital gap is 8.4 eV.



No. 5
Here is the molecule C6H11FO in a non-equilibrium geometry from the OMol25 dataset. Energies are from ωB97M-V/def2-TZVPD.

```
19
Properties=species:S:1:pos:R:3:lowdin_charge:R:1
C 1.32847 1.92723 0.31851 -0.027
C 0.18231 1.13406 -0.36912 -0.416
O -1.01480 1.42823 0.31342 -0.048
C 0.37251 -0.37226 -0.49092 -0.233
C 0.38305 -1.12989 0.82417 -0.124
C -1.05272 -1.63775 0.51663 -0.092
C -0.82808 -1.23921 -0.91563 -0.280
F -1.86160 -0.45147 -1.40884 -0.024
H 1.02781 3.00480 0.44069 0.099
H 2.20697 1.94053 -0.25221 0.051
H 1.53149 1.54695 1.32750 0.077
H 0.12330 1.50581 -1.42377 0.147
H -1.71957 0.97446 -0.22897 0.100
H 1.30339 -0.57350 -1.18031 0.175
H 1.12953 -1.96207 0.76595 0.124
H 0.55018 -0.56575 1.70339 0.092
H -1.73820 -0.87483 0.90518 0.118
H -1.33179 -2.65109 0.80182 0.110
H -0.59227 -2.00426 -1.64746 0.150
```

Its HOMO energy is -9.97 eV. As for the LUMO energy: 0.99 eV. The structure (SMILES) is C[C@H](O)[C@H]1CC[C@H]1F. The value obtained for the frontier orbital gap is 11.0 eV.



No. 6
Here is the molecule C6H11I in a non-equilibrium geometry from the OMol25 dataset. Energies are from ωB97M-V/def2-TZVPD.

```
18
Properties=species:S:1:pos:R:3:lowdin_charge:R:1
C -1.56523 0.04945 1.49210 -0.034
C -0.63083 -0.58583 0.47679 -0.289
C 0.87628 -0.87571 0.73944 -0.556
I 1.89973 -2.77808 0.33731 0.696
C 0.40473 0.08991 -0.42975 -0.538
C 0.45266 -0.31889 -1.87271 -0.077
C 0.61613 1.53189 -0.21370 -0.050
H -1.37476 1.14467 1.63833 0.091
H -1.70890 -0.40431 2.38871 0.040
H -2.49461 -0.03916 0.98644 0.068
H -1.05248 -1.32832 -0.06185 0.082
H 1.17722 -0.57599 1.72289 0.051
H 1.37614 -0.03750 -2.42209 0.094
H -0.36545 0.12419 -2.46484 0.087
H 0.21471 -1.39377 -2.04588 0.070
H 0.04217 2.17968 -0.82698 0.080
H 1.72325 1.61657 -0.31693 0.107
H 0.40924 1.60119 0.87272 0.077
```

Its HOMO energy is -8.97 eV. As for the LUMO energy: 0.54 eV. The structure (SMILES) is C[C@@H]1[C@@H](I)C1(C)C. The value obtained for the frontier orbital gap is 9.5 eV.



Calculated energy above the lowest of the compared OMol25 structures with the same formula, charge and spin, 295.1; 269.6; 51.1; 522.0; 88.2; 8.8 kJ/mol (same order as the records).
Calculated total energy, -1147.92793; -1394.39454; -489.50268; -639.99399; -410.28136; -532.84016 Eh (same order as the records).